Entry 1:
26
Properties=species:S:1:pos:R:3:forces:R:3 method="wB97M-V/def2-TZVPD" multiplicity=2 homo_energy_ev="-12.6059 / -12.7305" s_squared=0.872 charge=+1
Mn -0.515675 0.380013 0.506690 0.69 0.13 0.77
S 1.853178 2.821295 -2.066123 0.00 -0.15 -0.11
C 1.489603 3.809800 -0.712534 -0.14 -0.02 0.23
C 0.772833 3.156468 0.243353 0.16 0.19 -0.06
C 0.504507 1.816380 -0.146870 -0.58 -0.31 0.69
C 1.042470 1.496771 -1.378351 0.17 -0.16 -0.44
C 0.895891 0.147919 -1.917910 0.03 0.06 0.00
C 1.382518 -0.324089 -3.120676 0.04 0.02 -0.04
C 1.144193 -1.647661 -3.462701 0.01 0.01 -0.03
C 0.430760 -2.467468 -2.600781 0.02 0.02 0.00
C -0.026419 -1.931944 -1.413238 -0.01 0.02 0.06
N 0.199605 -0.656131 -1.080439 -0.21 0.04 0.04
H 1.828274 4.834024 -0.702463 -0.01 0.00 0.00
H 0.448318 3.614367 1.165354 0.00 -0.02 0.00
H 1.937525 0.330886 -3.778204 0.00 -0.01 0.00
H 1.517086 -2.037332 -4.400445 0.00 0.00 0.00
H 0.233041 -3.502246 -2.837896 0.00 0.00 0.00
H -0.582045 -2.529186 -0.701028 -0.01 0.01 0.00
S -2.193325 0.894242 1.800249 0.41 -0.12 -0.48
C -1.370260 -0.236681 2.859392 -0.21 0.15 0.07
S 0.309528 -0.205072 2.418849 -0.09 0.37 -1.16
C -1.935431 -1.061976 3.747106 -0.12 -0.24 0.41
C -3.353353 -1.039182 3.933067 0.02 -0.16 0.17
N -4.492901 -1.029210 4.071869 -0.06 0.06 -0.06
C -1.114692 -1.968707 4.500389 -0.22 0.19 -0.10
N -0.405230 -2.665277 5.073342 0.09 -0.10 0.03



Entry 2:
37
Properties=species:S:1:pos:R:3:forces:R:3 method="wB97M-V/def2-TZVPD" multiplicity=5 homo_energy_ev="-2.8164 / -5.6820" e_above_lowest_kj_mol=0.0 s_squared=6.028 charge=-1
Rh -0.214880 -0.334532 0.518623 0.58 0.30 -0.07
N 0.436456 2.180862 0.764324 -0.10 -0.03 -0.02
N -0.609250 3.085093 0.661833 -0.01 -0.01 0.03
C -1.889862 2.649193 0.629876 -0.04 -0.05 0.09
N -2.812310 3.652660 0.682179 0.05 0.01 -0.02
S -2.379152 1.058618 0.574466 -0.06 0.14 0.02
H 0.865057 2.153145 1.681316 0.01 0.02 -0.01
H 1.131419 2.292446 0.038796 0.01 0.00 0.00
H -0.446362 4.043686 0.937777 -0.02 -0.02 -0.03
H -2.550544 4.568059 0.353107 -0.01 0.00 0.00
H -3.764255 3.376789 0.513520 0.01 -0.03 -0.01
S -1.477529 -2.321904 0.733202 -0.31 -0.33 -0.03
C -0.962809 -2.854268 2.294804 0.04 0.15 0.10
C -0.961449 -4.215031 2.578038 0.07 -0.14 -0.06
N -0.959695 -5.354286 2.813098 -0.02 -0.01 0.00
C -0.594661 -1.872045 3.351684 -0.08 -0.09 -0.12
S -0.059680 -0.327086 2.892468 0.13 0.05 0.01
C -0.647973 -2.221850 4.699528 -0.04 0.07 0.12
N -0.683607 -2.500952 5.827190 0.00 -0.01 0.02
C 3.717389 -1.747496 0.384523 0.00 -0.01 0.04
O 2.301563 -1.568151 0.260151 0.00 -0.08 -0.07
C 1.836615 -0.355687 0.606927 -0.16 0.14 0.09
O 2.574012 0.534565 0.968916 -0.03 -0.06 0.00
H 3.924510 -2.738428 -0.009747 -0.01 0.00 0.00
H 4.015367 -1.688062 1.431218 0.00 0.02 -0.01
H 4.250263 -0.985699 -0.182843 0.00 -0.01 -0.01
F -2.355274 -1.183136 -1.755426 -0.02 -0.03 0.01
C -1.317529 -0.557833 -2.339683 0.07 0.07 -0.02
C -0.241258 -0.109216 -1.581128 -0.08 -0.06 -0.06
C 0.712207 0.559689 -2.329721 0.00 -0.03 0.00
F 1.809435 1.096958 -1.734653 -0.01 0.02 -0.02
C 0.646482 0.758903 -3.700034 -0.01 0.00 0.03
F 1.617581 1.421496 -4.351654 0.00 0.00 -0.01
C -0.439072 0.276836 -4.400979 -0.01 0.00 0.00
F -0.531340 0.457758 -5.726587 0.00 0.00 0.01
C -1.434700 -0.386325 -3.709447 0.04 0.00 0.03
F -2.505164 -0.844767 -4.375663 -0.01 0.00 -0.01



Entry 3:
31
Properties=species:S:1:pos:R:3:forces:R:3 method="wB97M-V/def2-TZVPD" multiplicity=1 homo_energy_ev=-9.6000 charge=+1
C 0.717109 -2.299023 1.315658 0.24 -0.08 -0.78
C 1.276831 -2.040178 -0.099708 -0.46 0.28 -0.03
I 3.044902 -3.026451 -0.757659 -0.68 0.20 0.71
C 0.605499 -1.201467 -0.910213 0.81 -0.22 -0.07
I 1.316525 -0.848763 -2.903769 -0.77 0.03 0.51
C -0.658444 -0.528155 -0.464795 -0.31 0.21 -0.26
C -0.712495 0.636116 0.286620 -0.28 -0.33 -0.02
C 0.544778 1.363918 0.761266 -0.79 0.56 0.16
C 1.455389 1.920268 -0.388224 0.05 0.32 1.63
C 2.902836 2.110773 0.024413 -0.41 -1.01 1.13
F 3.383513 3.363930 0.346704 -0.09 0.03 -2.14
C 3.859944 1.086961 0.052287 -0.87 1.69 -0.81
F 4.657251 0.947767 -1.009734 1.37 0.13 1.87
F 4.062469 0.283600 1.078043 -0.48 -1.19 -1.52
C -2.024452 1.153505 0.663958 0.38 -0.15 -0.30
C -3.187567 0.528558 0.309370 -0.27 -0.05 -0.52
C -3.196054 -0.671275 -0.469404 0.90 0.44 0.33
N -4.238642 -1.402876 -0.890366 1.37 -0.12 -0.43
S -3.525660 -2.619150 -1.732233 0.09 -0.06 -0.13
N -1.936190 -2.283448 -1.606902 -1.94 0.60 0.73
C -1.904064 -1.165099 -0.850903 0.79 -0.09 -0.16
H 0.597382 -1.320352 1.804377 0.13 -0.50 0.13
H 1.364165 -2.970178 1.893107 -0.23 0.34 -0.12
H -0.286111 -2.754417 1.213567 0.47 0.11 0.13
H 1.103245 0.741337 1.479181 -0.08 0.08 -0.48
H 0.198025 2.244085 1.337588 0.28 -0.47 -0.07
H 1.395284 1.278370 -1.273649 0.08 0.34 0.30
H 1.072477 2.925334 -0.648108 0.24 -0.45 -0.05
H -2.073820 2.071753 1.256106 0.10 -0.31 -0.21
H -4.171810 0.936081 0.614592 0.38 -0.13 0.85
Ag -5.642317 1.538475 -0.431169 -0.02 -0.20 -0.38



Entry 4:
34
Properties=species:S:1:pos:R:3:forces:R:3 method="wB97M-V/def2-TZVPD" multiplicity=1 homo_energy_ev=-7.8806 charge=-1
C 0.214929 2.728049 -4.218978 -0.10 -6.84 7.19
C 0.168731 1.653009 -3.280103 0.02 7.45 -4.15
C 0.011304 0.836389 -1.828773 -1.83 -1.03 -0.21
C -1.170959 0.014840 -1.451182 3.05 2.46 -0.60
C -2.416921 -0.184947 -2.496175 0.17 -1.11 0.54
C -3.732968 0.747605 -2.198999 -3.70 1.87 -3.81
O -4.536256 1.144703 -3.219281 5.34 -2.40 6.95
O -4.039412 1.097500 -0.784373 1.07 0.58 -4.05
C -1.120976 -0.662191 0.077419 -3.05 -4.91 0.83
O -1.696886 -1.846168 0.307967 3.75 8.15 -1.35
C -0.356716 0.247961 1.254253 2.62 2.12 -0.80
F -0.853099 0.295166 2.649062 1.49 -0.41 -4.48
C 0.827702 1.051271 0.847027 -2.64 -1.69 0.70
C 1.712656 2.048537 1.802519 1.16 -1.58 -0.70
Br 0.782519 3.816424 2.006578 0.21 -1.15 -0.41
C 2.123512 1.424909 3.262774 0.11 -0.63 -0.28
C 3.266519 0.218339 3.174018 0.47 0.61 0.88
Br 3.043143 2.934034 4.282189 -0.49 -0.87 -0.48
C 1.272004 0.963202 -0.745130 4.25 0.24 -1.33
O 2.554961 1.023633 -1.115279 -8.17 -0.15 2.39
H 0.351463 3.731035 -4.852260 -0.38 -3.13 1.58
H -2.051823 -0.051503 -3.624878 -0.90 0.14 2.73
H -2.748047 -1.328547 -2.424766 0.56 2.47 0.08
H -4.346865 2.054892 -0.833990 0.15 -1.74 -0.05
H 2.728311 2.270987 1.216293 -2.39 -0.46 1.28
H 1.200032 1.134798 3.926580 1.88 0.60 -1.54
H 3.975190 0.356237 2.236332 -1.77 -0.40 1.80
H 2.810062 -0.854905 3.274695 0.73 2.15 -0.59
H 3.969845 0.377716 4.122044 -1.62 -0.45 -2.08
F -2.127713 -5.911925 -0.212390 2.09 0.57 -0.10
Al -0.388398 -5.448573 -0.273132 -0.06 -0.11 0.09
F 0.176323 -5.017747 1.381896 -0.64 -0.48 -1.98
F -0.182413 -4.031686 -1.365480 -0.22 -1.55 1.22
F 0.580245 -6.833042 -0.896475 -1.16 1.68 0.73



Entry 5:
30
Properties=species:S:1:pos:R:3:forces:R:3 method="wB97M-V/def2-TZVPD" multiplicity=1 homo_energy_ev=-8.6861 smiles="O=S(=O)(Nc1cccc(Cl)c1)c1ccc2oc(=S)[nH]c2c1"
O 4.003203 0.726592 0.224671 0.00 -0.28 -0.01
S 2.696512 1.180265 -0.129799 -0.16 -0.59 -0.10
O 2.430829 2.580452 -0.208295 -0.32 -0.03 -0.04
N 2.375610 0.455093 -1.613097 0.77 0.36 0.58
C 1.083560 0.387999 -2.123731 -0.86 0.17 -0.28
C 0.246325 1.498094 -2.040308 0.02 -0.02 -0.09
C -1.040104 1.427864 -2.540397 0.01 -0.11 0.01
C -1.513264 0.268735 -3.133157 -0.01 -0.07 -0.04
C -0.668559 -0.825445 -3.223593 0.08 0.25 0.12
Cl -1.229887 -2.281763 -3.961583 -0.06 -0.17 -0.09
C 0.620532 -0.781420 -2.720672 0.10 0.10 0.05
C 1.463869 0.406455 0.918276 0.48 0.40 -0.29
C 1.679307 -0.899986 1.320862 0.08 -0.10 0.05
C 0.724573 -1.583133 2.064062 -0.33 0.12 0.09
C -0.433877 -0.894820 2.362465 0.65 0.84 -0.65
O -1.517993 -1.319463 3.061704 0.07 -0.13 0.03
C -2.408811 -0.301246 3.110939 -0.76 0.76 0.08
S -3.850270 -0.364967 3.848254 -0.22 -0.13 0.16
N -1.882959 0.772726 2.436910 0.04 -0.51 0.18
C -0.642539 0.435584 1.953084 0.67 -0.61 -0.11
C 0.311303 1.112486 1.217540 -0.24 -0.01 0.21
H 2.944320 -0.365693 -1.753605 0.15 -0.05 0.10
H 0.627949 2.404254 -1.600618 -0.04 0.13 -0.03
H -1.684404 2.291324 -2.477470 -0.06 0.09 0.00
H -2.515343 0.214643 -3.526326 -0.09 -0.03 -0.05
H 1.263440 -1.644638 -2.800441 0.04 -0.14 0.01
H 2.615128 -1.368453 1.063027 0.10 -0.15 0.01
H 0.872571 -2.597167 2.394300 0.04 -0.13 0.04
H -2.361473 1.652463 2.342298 -0.08 -0.13 0.08
H 0.199391 2.134023 0.898681 -0.08 0.15 -0.03